# 1
C41H37NPRbS2 | the ωB97M-V functional and the def2-TZVPD basis

CARTESIAN COORDINATES (ANGSTROEM)
Rb -0.76778 0.60459 -2.43412
C -3.14207 3.17180 -0.47481
C -2.94177 2.39967 0.83754
C -3.58726 1.05350 0.75949
C -1.50923 2.44551 1.31867
C -0.90445 3.72133 1.39734
C 0.45896 3.83514 1.88973
C 1.19555 2.65570 2.06224
C 2.63701 2.72343 2.22534
C 0.56188 1.41640 1.95681
C -0.79822 1.34462 1.62685
H -4.15489 3.16590 -0.80326
H -2.61073 2.72344 -1.31228
H -2.90259 4.21518 -0.45810
H -3.41226 3.04367 1.58921
H -3.03303 0.44468 0.00945
H -4.64413 1.07051 0.46963
H -3.61937 0.57170 1.74097
H -1.47333 4.58077 1.05232
H 0.87197 4.83659 2.09831
H 2.95487 2.05101 3.02933
H 2.96878 3.74720 2.40800
H 3.26769 2.36841 1.37367
H 1.07860 0.46621 2.16334
H -1.22020 0.33317 1.57668
S -2.05385 2.60122 -4.94194
C -0.62214 3.39942 -4.39333
N 0.34287 3.08668 -3.44661
C 1.37411 3.93831 -3.42185
C 2.61967 3.83912 -2.77482
C 3.57820 4.84713 -3.04052
C 3.35707 5.99452 -3.80643
C 2.12354 6.11331 -4.37795
C 1.21412 5.05248 -4.32938
S -0.22804 4.89405 -5.20057
H 2.90392 2.93916 -2.16557
H 4.60638 4.68611 -2.66601
H 4.18524 6.69158 -4.01304
H 1.87328 7.03079 -4.92781
C -3.45484 -2.05407 4.75221
C -2.09645 -1.65718 4.86629
C -1.28124 -1.56747 3.78019
C -1.74191 -2.03199 2.54032
C -3.12914 -2.29858 2.34788
C -3.91689 -2.37883 3.49760
P -0.46152 -2.05932 1.22155
C 0.63206 -3.40643 1.79844
C 2.00453 -3.48308 1.45580
C 2.81467 -4.50683 1.91921
C 2.36355 -5.39640 2.94733
C 1.01147 -5.35031 3.33658
C 0.14873 -4.40292 2.71165
C -1.37622 -2.67682 -0.17171
C -2.01319 -3.92784 -0.09026
C -2.82477 -4.36475 -1.09498
C -2.92919 -3.53807 -2.21283
C -2.23404 -2.34550 -2.33262
C -1.56693 -1.86690 -1.28652
H -4.04239 -2.05305 5.62195
H -1.74398 -1.33810 5.80371
H -0.26550 -1.12418 3.85555
H -3.56414 -2.58143 1.38630
H -4.98948 -2.60141 3.39022
H 2.39292 -2.92737 0.59888
H 3.83541 -4.49787 1.52774
H 3.00449 -6.20851 3.28930
H 0.64597 -6.05558 4.04589
H -0.89999 -4.60228 2.80591
H -1.92641 -4.44767 0.84141
H -3.30936 -5.34514 -1.08897
H -3.62922 -3.87242 -2.98202
H -2.25769 -1.78828 -3.27263
C 4.40689 -1.85906 -2.58575
C 3.35857 -2.64770 -2.14915
C 2.01235 -2.11167 -2.14219
C 1.85474 -0.76751 -2.41856
C 2.90113 0.05615 -2.93043
C 4.13837 -0.50935 -3.06212
H 5.42079 -2.24080 -2.65514
H 3.41417 -3.69844 -1.90835
H 1.12451 -2.72845 -1.84975
H 2.66129 1.03750 -3.29742
H 4.95946 0.12183 -3.40699

Values from the calculation:
lowest unoccupied orbital energy: 4.0 eV
energy: -2800.99475 a.u.
multiplicity: 1
Kohn-Sham gap: 0.15137 Eh
M: 724.33 u
E_HOMO: -0.0061 Ha
charge: -2

# 2
C3H5N3O | the ωB97M-V functional and the def2-TZVPD basis

CARTESIAN COORDINATES (ANGSTROEM)
O -2.22912 0.79846 -0.57461
C -1.59895 -0.53853 0.19280
C -0.17515 -0.31172 0.08360
N 0.34609 0.58054 -0.75708
N 1.68394 0.40596 -0.57617
C 1.89052 -0.56424 0.32628
N 0.75371 -1.04521 0.77182
H -1.43434 1.21905 -0.99647
H -2.49083 0.01488 -1.11787
H -2.00506 -0.44534 1.19544
H 2.34988 0.95173 -1.09731
H 2.87710 -0.88975 0.63040

Values from the calculation:
lowest unoccupied orbital energy: 0.8 eV
energy: -356.69509 a.u.
multiplicity: 1
Kohn-Sham gap: 0.31030 Eh
M: 99.09 u
E_HOMO: -0.2795 Ha
charge: 0

# 3
C27H53F6O16 | the ωB97M-V functional and the def2-TZVPD basis

CARTESIAN COORDINATES (ANGSTROEM)
O -21.86949 -7.83690 8.77852
C -21.21225 -7.92231 7.62959
O -21.77313 -7.57480 6.57821
O -20.00691 -8.14052 7.67196
H -22.66124 -7.32881 8.58730
C -16.95125 -5.35604 10.93919
O -15.53640 -5.68247 11.08056
C -14.92923 -5.38555 12.37784
C -13.56192 -6.04629 12.51227
O -13.60962 -7.42431 12.27607
C -12.44680 -8.14732 12.70005
C -12.74094 -9.59100 12.35283
O -12.73672 -9.67474 10.98417
C -11.46016 -9.77552 10.32035
H -17.48347 -6.30654 10.90166
H -17.09846 -4.77815 10.02679
H -17.44951 -4.87850 11.78287
H -15.62936 -5.69604 13.15341
H -14.82134 -4.31092 12.52491
H -13.27388 -5.88798 13.55154
H -12.71788 -5.58267 12.00163
H -12.27742 -8.12289 13.77653
H -11.54770 -7.71163 12.26430
H -13.69314 -9.83049 12.82619
H -12.04288 -10.29195 12.81052
H -11.09814 -10.78228 10.11188
H -10.69476 -9.25830 10.89892
H -11.45884 -9.15396 9.42493
C -26.46365 -17.41090 5.60809
O -27.75047 -16.98601 5.14410
C -27.79821 -15.53394 4.92959
C -28.52088 -14.89422 6.03092
O -27.69864 -14.54212 7.09857
C -28.52754 -13.95339 8.15345
C -27.70382 -13.21534 9.27190
O -27.01163 -11.97323 8.84754
C -26.16794 -12.13952 7.69297
H -25.59548 -16.84259 5.27433
H -26.30693 -18.34828 5.07437
H -26.44787 -17.64884 6.67168
H -28.23901 -15.20033 3.99018
H -26.91120 -14.90321 4.87040
H -29.36175 -15.51155 6.34705
H -29.05200 -14.01451 5.66743
H -29.02349 -14.77777 8.66583
H -29.39071 -13.42196 7.75268
H -26.95026 -13.89456 9.67053
H -28.47455 -13.04094 10.02267
H -26.88578 -12.28757 6.88619
H -25.62970 -13.01917 8.04597
H -25.40730 -11.38570 7.48976
C -11.56768 -16.95224 8.50155
O -12.18244 -15.78798 7.98067
C -13.14875 -15.12941 8.77439
C -13.69688 -14.06303 7.80663
O -14.66541 -13.12989 8.47683
C -15.81669 -13.80023 8.86852
C -16.89855 -12.87335 9.52260
O -16.23316 -12.05026 10.44543
C -17.08997 -11.32241 11.31888
H -11.23069 -16.94556 9.53813
H -10.61672 -17.02906 7.97442
H -12.21125 -17.80729 8.29466
H -12.69657 -14.62955 9.63099
H -13.90362 -15.81001 9.16815
H -14.15934 -14.60535 6.98193
H -12.93813 -13.41191 7.37254
H -15.61350 -14.52635 9.65564
H -16.30941 -14.30688 8.03867
H -17.64843 -13.50913 9.99331
H -17.44208 -12.25674 8.80672
H -17.73322 -10.68732 10.70979
H -16.36351 -10.71131 11.85453
H -17.68211 -11.90812 12.02202
C -23.48423 -9.37359 13.12697
C -24.45158 -8.21526 13.00081
O -23.84106 -6.95812 13.14093
C -23.78465 -6.24205 14.28888
O -24.36385 -6.58571 15.30665
C -22.95222 -4.94996 14.11375
F -22.41069 -4.84465 12.86815
F -23.76735 -3.82367 14.28143
F -21.93773 -4.79634 14.98942
H -22.80611 -9.27933 13.97513
H -22.74014 -9.28871 12.33500
H -23.96148 -10.35318 13.15392
H -25.16587 -8.40564 13.80184
H -25.00119 -8.23355 12.05970
C -27.33416 -8.00192 4.74982
C -27.93892 -7.04857 5.87633
O -28.97858 -7.83022 6.57604
C -29.52749 -7.41760 7.76078
O -29.06045 -6.51156 8.48802
C -30.72671 -8.18644 8.37518
F -30.42704 -8.60921 9.61652
F -31.83505 -7.40041 8.33638
F -30.89427 -9.31165 7.57433
H -26.50489 -7.61956 4.15467
H -28.15660 -8.28493 4.09285
H -26.79555 -8.89050 5.07912
H -28.30458 -6.06082 5.59573
H -27.14083 -6.88582 6.60066

Values from the calculation:
lowest unoccupied orbital energy: 2.1 eV
energy: -2863.36548 a.u.
multiplicity: 1
Kohn-Sham gap: 0.20812 Eh
M: 747.69 u
E_HOMO: -0.1322 Ha
charge: -1

# 4
C4H8N2 | the ωB97M-V functional and the def2-TZVPD basis

CARTESIAN COORDINATES (ANGSTROEM)
C -1.43673 -1.40767 -0.32981
C -0.18581 -0.72603 0.12734
N 0.37517 0.15968 -0.58621
C 1.58893 0.80885 -0.12584
C 2.08291 0.42745 1.21370
N 2.43806 0.10364 2.26595
H -2.23190 -1.28649 0.41460
H -1.76658 -0.99559 -1.28597
H -1.26267 -2.48414 -0.44113
H 0.21729 -1.02886 1.10459
H 1.42491 1.89207 -0.13599
H 2.38239 0.60967 -0.85445
H -2.10281 2.19207 -0.63122
H -1.52315 1.73535 -0.73555

Values from the calculation:
lowest unoccupied orbital energy: 1.0 eV
energy: -266.65898 a.u.
multiplicity: 1
Kohn-Sham gap: 0.42360 Eh
M: 84.12 u
SMILES string: C/C=N/CC#N.[H][H]
E_HOMO: -0.3858 Ha
charge: 0

# 5
C6H14NO | the ωB97M-V functional and the def2-TZVPD basis

CARTESIAN COORDINATES (ANGSTROEM)
C -0.81510 -0.84569 0.48877
C -1.62569 -0.04103 -0.51485
C -3.14702 0.03366 -0.14724
O -3.67426 -1.17579 -0.43261
C 0.27454 -0.20629 1.40880
N 1.63951 -0.30409 0.92499
C 1.97417 0.71042 -0.04413
C 3.42514 0.56591 -0.46946
H -1.48501 -1.33370 1.18726
H -0.31367 -1.64019 -0.01374
H -1.69551 -0.72685 -1.40919
H -1.16092 0.97170 -0.84722
H -3.63138 0.86902 -0.69292
H -3.19117 0.36222 0.89896
H -0.01434 0.74643 1.66503
H 0.25905 -0.74713 2.37506
H -1.36384 -1.16725 -2.14942
H 1.35428 0.62656 -0.97782
H 1.78182 1.73522 0.27556
H 3.76185 1.26812 -1.18132
H 3.58570 -0.47480 -0.79923
H 4.06183 0.77357 0.45474

Values from the calculation:
lowest unoccupied orbital energy: 1.5 eV
energy: -366.72843 a.u.
multiplicity: 1
Kohn-Sham gap: 0.14183 Eh
M: 116.18 u
E_HOMO: -0.0868 Ha
charge: -1